Entry from OMol25: C9H16BF3IrN5O6P2 as an isolated structure (wB97M-V/def2-TZVPD).

The charge is 0. For the largest force on an atom, the calculation gives 0.5 eV Å⁻¹. The energy relative to the best compared isomer or geometry (same formula, charge and spin) is 18.7 kcal/mol. The value obtained for the lowest unoccupied orbital energy is -0.23 eV.

```
43
Properties=species:S:1:pos:R:3:forces:R:3
Ir 0.543405 0.452157 0.308592 0.3 0.0 -0.1
N -1.412908 -1.351190 -2.619000 -0.1 0.0 -0.1
C 0.102732 -1.484026 -2.687542 0.0 -0.1 0.0
C 0.484315 -2.407845 -3.830489 0.0 0.0 0.0
P 0.735878 0.241221 -2.913540 0.1 -0.2 0.0
O -0.266235 0.685423 -4.109947 -0.1 0.1 0.0
O 2.144331 0.232876 -3.320759 0.0 0.0 0.0
O 0.210063 0.971304 -1.693168 -0.2 0.1 0.1
P 0.560761 -2.134470 -0.998462 0.2 0.1 -0.3
O 1.856154 -1.196980 -0.593840 -0.1 0.1 0.2
O 0.868121 -3.562524 -1.049054 0.0 0.0 0.0
O -0.484732 -1.465955 -0.127051 -0.3 -0.3 0.1
H -1.739933 -0.635151 -3.273679 0.0 0.0 0.0
H -1.644966 -1.093000 -1.644367 0.0 0.0 0.0
H -1.865396 -2.237759 -2.842942 0.0 0.0 0.1
H 0.065317 -2.055908 -4.775609 0.0 0.0 0.0
H 0.165246 -3.432291 -3.631724 0.0 0.0 0.0
H 1.567864 -2.408899 -3.932902 0.0 0.0 0.0
H 0.182964 1.187927 -4.799773 0.1 -0.1 0.0
H 2.740203 -1.532035 -0.787437 0.0 0.2 0.0
B -1.290994 0.613432 3.319678 0.0 0.0 -0.1
N 0.120537 -0.059091 3.238006 0.0 0.1 0.0
C 0.712359 -0.611407 4.302121 -0.1 0.1 0.0
C 1.954230 -1.090543 3.933385 0.1 0.0 0.0
C 2.054379 -0.783856 2.583142 0.0 0.0 0.0
N 0.938128 -0.168513 2.183575 -0.1 0.1 0.0
N -1.712046 1.354803 1.992699 0.0 0.0 0.0
C -2.840073 2.069919 1.935002 0.1 0.0 0.1
C -2.957746 2.642137 0.682099 0.0 0.0 -0.1
C -1.825750 2.220953 -0.001548 0.1 0.0 0.0
N -1.098647 1.439696 0.804660 0.2 0.1 0.2
H -1.236315 1.452817 4.179879 -0.1 0.0 0.1
H -2.114111 -0.238999 3.537771 0.0 0.0 0.0
H 0.205003 -0.615718 5.251685 0.0 0.0 0.0
H 2.681592 -1.582736 4.553020 0.0 0.0 0.0
H 2.857014 -0.948927 1.886226 0.0 0.0 0.0
H -3.474957 2.122470 2.802956 0.0 0.0 0.0
H -3.740875 3.285649 0.324003 0.0 0.0 0.0
H -1.464450 2.432230 -0.992729 0.0 0.0 0.0
F 1.443812 3.080319 -0.283784 0.0 0.0 0.0
C 1.621766 2.101258 0.635104 0.0 -0.1 0.0
F 1.391268 2.690401 1.837671 0.0 0.0 0.0
F 2.962688 1.820830 0.618073 -0.1 0.0 0.0
```
Positions in Å, forces in eV/Å.

Löwdin atomic charge list, values in e, 5 entries: number 1, Ir, carries 1.386; number 2, N, carries 0.181; number 3, C, carries -0.492; number 4, C, carries -0.075; number 5, P, carries 0.323